Formula: C57H143N9O19
Source: the Open Molecules 2025 dataset
Level of theory: the ωB97M-V functional and the def2-TZVPD basis

Structure (XYZ):
```
228
Properties=species:S:1:pos:R:3:forces:R:3:lowdin_charge:R:1
C -20.615 -25.298 23.931 0.0 0.8 0.9 -0.121
O -19.311 -25.482 23.420 0.3 -0.4 0.6 -0.205
C -18.294 -25.766 24.440 -0.4 0.0 -0.8 -0.160
C -16.932 -25.399 23.838 0.0 -0.6 0.5 -0.199
N -16.541 -26.360 22.830 0.0 -1.2 -0.2 -0.040
C -15.219 -26.213 22.209 -0.5 0.9 0.2 -0.190
C -14.037 -26.390 23.133 0.2 -0.7 0.5 -0.217
O -12.806 -26.481 22.427 -0.1 0.7 -0.1 -0.176
C -12.601 -27.723 21.806 -0.1 0.0 -0.6 -0.124
H -20.576 -24.488 24.660 0.0 0.1 0.4 0.062
H -21.075 -26.145 24.439 0.3 -0.5 -0.1 0.089
H -21.359 -24.928 23.225 0.5 -0.3 -0.8 0.071
H -18.320 -26.815 24.735 0.0 -0.4 -0.5 0.119
H -18.489 -25.293 25.403 -0.2 0.9 -0.2 0.109
H -16.185 -25.447 24.630 0.0 0.1 0.2 0.122
H -16.953 -24.369 23.483 -0.1 0.3 -0.1 0.096
H -17.232 -26.364 22.094 0.1 -0.1 -0.1 0.054
H -15.208 -25.192 21.825 0.6 0.2 -0.6 0.108
H -15.075 -26.915 21.388 -0.6 0.1 0.0 0.096
H -14.110 -27.315 23.704 -0.5 -0.2 0.3 0.121
H -13.985 -25.578 23.858 0.4 0.1 -0.1 0.107
H -13.429 -28.044 21.174 -0.4 0.0 0.1 0.068
H -12.417 -28.522 22.524 0.2 0.0 0.2 0.088
H -11.790 -27.613 21.087 0.3 0.0 0.4 0.091
C -12.673 -13.723 24.339 -0.1 -0.7 0.3 -0.121
O -13.549 -14.829 24.436 -1.0 0.0 0.3 -0.227
C -14.947 -14.496 24.698 1.0 -0.6 -0.7 -0.194
C -15.735 -15.814 24.755 0.0 2.2 1.1 -0.183
N -17.173 -15.484 24.822 0.5 -0.8 -1.2 -0.064
C -17.942 -16.682 24.977 -1.4 0.4 -0.2 -0.212
C -19.401 -16.252 25.260 -0.8 -2.1 0.2 -0.217
O -19.482 -15.646 26.524 0.5 0.6 0.5 -0.191
C -20.785 -15.287 26.953 0.7 0.1 -0.1 -0.081
H -12.931 -13.051 23.521 -0.3 0.3 0.1 0.083
H -11.686 -14.123 24.104 0.0 -0.1 0.1 0.081
H -12.619 -13.244 25.317 0.0 0.5 -0.1 0.086
H -15.269 -13.855 23.877 -0.4 0.0 0.0 0.117
H -15.109 -13.973 25.640 0.4 0.3 0.2 0.117
H -15.477 -16.269 25.712 0.5 -0.7 -0.2 0.120
H -15.414 -16.386 23.884 -0.6 -0.4 0.1 0.126
H -17.498 -14.961 25.622 1.0 0.7 0.3 0.103
H -17.636 -17.295 25.825 0.1 0.0 0.7 0.116
H -17.810 -17.399 24.167 -0.5 0.4 -0.6 0.117
H -19.946 -17.195 25.300 -0.3 -0.6 0.3 0.090
H -20.043 -15.707 24.568 0.9 0.7 -0.7 0.100
H -21.403 -16.169 27.124 -0.1 -0.1 0.0 0.086
H -21.266 -14.607 26.250 -0.2 0.0 -0.3 0.081
H -20.658 -14.719 27.875 -0.1 -0.2 0.1 0.085
C -23.313 -18.189 25.064 -0.9 -0.2 1.1 -0.085
O -24.381 -17.417 25.637 -0.2 0.4 -1.5 -0.193
C -24.823 -16.334 24.797 0.2 0.1 0.0 -0.195
C -25.777 -15.398 25.526 -0.3 0.3 0.1 -0.195
N -25.143 -14.500 26.473 1.4 -1.3 -0.5 -0.076
C -24.550 -15.291 27.580 -0.6 2.2 -1.1 -0.152
C -24.031 -14.227 28.532 -0.6 -1.7 0.3 -0.225
O -23.394 -14.976 29.556 -0.1 0.7 -0.4 -0.182
C -22.657 -14.118 30.376 0.7 -0.8 0.3 -0.125
H -23.509 -18.644 24.093 -0.2 0.6 -0.4 0.072
H -23.274 -19.060 25.719 0.5 0.1 0.2 0.085
H -22.394 -17.603 25.085 0.2 -0.1 -0.2 0.064
H -25.229 -16.657 23.838 -0.8 -0.8 0.1 0.121
H -24.014 -15.740 24.371 0.8 0.2 0.7 0.095
H -26.544 -15.935 26.085 -0.3 -0.7 -0.3 0.116
H -26.310 -14.789 24.796 0.0 0.0 -0.2 0.116
H -25.779 -13.770 26.762 -0.1 -0.2 0.3 0.067
H -23.720 -15.882 27.191 -0.1 0.1 0.2 0.100
H -25.322 -15.966 27.949 0.2 -0.1 0.7 0.125
H -24.820 -13.582 28.919 -0.5 -0.2 0.4 0.115
H -23.421 -13.501 27.993 0.9 -0.3 -0.1 0.115
H -22.040 -14.734 31.030 -0.1 -0.1 0.2 0.089
H -23.327 -13.514 30.988 0.2 0.5 -0.1 0.091
H -21.946 -13.593 29.737 -0.1 0.8 0.2 0.079
C -20.392 -20.589 16.287 0.7 -0.3 1.6 -0.071
O -19.298 -20.991 17.167 -0.5 0.0 -0.6 -0.221
C -18.765 -19.971 18.008 -0.2 0.2 0.2 -0.214
C -17.492 -20.453 18.707 0.0 0.2 -0.7 -0.183
N -17.737 -21.358 19.839 0.3 1.2 -0.3 -0.034
C -16.516 -21.895 20.506 -0.6 0.9 -0.8 -0.169
C -15.518 -22.528 19.541 0.0 -0.8 1.8 -0.231
O -14.707 -21.564 18.921 -0.4 0.6 -0.8 -0.193
C -14.348 -21.906 17.587 0.7 -0.4 1.1 -0.095
H -21.196 -20.199 16.911 -0.1 0.4 0.0 0.080
H -20.808 -21.486 15.828 0.4 0.0 -0.2 0.081
H -20.073 -19.853 15.549 0.0 0.0 0.0 0.084
H -19.486 -19.626 18.749 -0.4 -0.2 0.2 0.116
H -18.549 -19.083 17.415 0.3 0.1 -0.3 0.117
H -16.893 -19.579 18.965 0.0 0.0 0.4 0.129
H -16.959 -20.946 17.894 0.4 -0.2 0.0 0.100
H -18.273 -22.073 19.367 0.1 -0.9 0.8 0.073
H -16.848 -22.500 21.350 0.0 -0.8 -0.4 0.094
H -15.997 -21.107 21.051 0.0 0.6 -0.3 0.111
H -16.075 -23.232 18.923 0.1 0.2 -0.8 0.123
H -14.845 -23.136 20.146 0.1 -0.5 0.1 0.113
H -13.630 -21.173 17.220 -0.7 0.5 -0.2 0.089
H -15.252 -22.069 17.000 0.2 0.2 -0.4 0.082
H -13.725 -22.799 17.629 -0.3 -0.6 -0.2 0.085
C -27.335 -11.752 27.935 0.5 -0.2 0.4 -0.082
O -26.564 -12.130 26.793 -2.3 -0.4 0.4 -0.233
C -25.652 -11.169 26.392 1.5 0.1 -1.7 -0.218
C -25.218 -11.372 24.910 -1.0 -0.9 0.4 -0.201
N -24.120 -12.299 24.709 1.2 1.2 -1.1 -0.070
C -24.039 -12.829 23.340 0.0 -1.2 0.7 -0.185
C -22.682 -13.560 23.134 -0.3 -0.4 -0.8 -0.163
O -22.842 -14.683 22.216 0.3 1.4 0.0 -0.201
C -21.823 -15.647 22.293 -0.4 -1.1 -0.1 -0.136
H -26.644 -11.557 28.755 0.0 0.3 0.2 0.084
H -27.992 -12.543 28.295 0.3 -0.5 -0.5 0.090
H -28.001 -10.902 27.786 0.3 0.3 -0.4 0.088
H -24.753 -11.325 26.988 0.3 0.7 0.3 0.121
H -26.049 -10.154 26.432 -0.1 0.0 0.5 0.121
H -25.106 -10.387 24.457 0.9 0.1 0.0 0.111
H -26.066 -11.762 24.347 -0.8 -0.1 0.2 0.109
H -24.080 -13.076 25.354 -0.6 -0.1 0.4 0.064
H -24.369 -12.117 22.584 0.8 0.5 0.0 0.117
H -24.788 -13.609 23.202 -0.3 -0.5 0.0 0.096
H -22.330 -14.002 24.066 -0.1 0.3 0.4 0.091
H -21.899 -12.901 22.757 0.1 0.1 0.0 0.121
H -20.765 -15.466 22.101 0.1 1.4 0.1 0.089
H -22.016 -16.370 21.500 -0.5 -0.2 0.2 0.086
H -21.877 -16.139 23.264 0.0 -0.3 0.2 0.052
C -11.661 -17.820 25.503 0.0 -1.4 0.1 -0.079
O -12.541 -18.896 25.116 -0.5 1.0 0.9 -0.203
C -12.406 -19.322 23.791 0.1 0.0 -0.5 -0.237
C -13.647 -20.147 23.340 1.5 1.4 0.9 -0.214
N -13.645 -21.367 24.084 -0.7 -1.8 -0.9 -0.051
C -14.769 -22.291 23.688 1.0 1.6 0.9 -0.146
C -16.113 -21.773 24.191 -0.3 -0.3 -0.1 -0.250
O -16.253 -22.024 25.568 -1.3 -0.8 1.0 -0.172
C -17.664 -22.054 25.913 0.8 0.6 -0.1 -0.077
H -10.660 -18.090 25.167 0.3 0.2 0.0 0.081
H -11.655 -17.834 26.592 -0.1 0.2 -0.1 0.086
H -11.912 -16.824 25.138 -0.4 -0.1 -0.3 0.069
H -11.508 -19.938 23.734 0.1 -0.4 -0.2 0.116
H -12.185 -18.456 23.168 -0.5 0.2 -0.4 0.114
H -13.535 -20.318 22.269 -0.1 -0.3 -0.1 0.120
H -14.525 -19.530 23.532 -0.3 0.3 -0.2 0.105
H -13.642 -21.229 25.084 -0.1 0.2 0.0 0.109
H -14.491 -23.260 24.103 -0.5 -0.1 0.0 0.103
H -14.770 -22.363 22.600 0.0 0.0 0.0 0.092
H -16.947 -22.247 23.673 -0.1 -0.2 -0.3 0.078
H -16.271 -20.702 24.070 0.3 0.2 -0.6 0.116
H -18.122 -21.081 25.739 0.0 0.3 -0.1 0.073
H -17.811 -22.270 26.971 0.4 -0.2 -0.1 0.086
H -18.226 -22.753 25.293 0.1 -0.3 0.0 0.063
C -23.732 -23.551 20.153 0.6 -0.8 -0.9 -0.098
O -23.833 -24.960 19.888 0.3 0.8 1.7 -0.211
C -24.566 -25.276 18.727 0.8 1.3 0.3 -0.257
C -24.803 -26.760 18.774 0.0 -0.5 -1.1 -0.180
N -24.926 -27.483 17.473 -1.3 0.7 1.0 -0.049
C -25.950 -26.872 16.578 1.5 -0.9 0.8 -0.201
C -25.750 -27.431 15.205 0.2 0.3 -1.5 -0.243
O -24.490 -27.005 14.690 0.8 0.4 -0.7 -0.214
C -24.186 -27.424 13.329 -0.4 0.0 1.3 -0.077
H -23.075 -23.414 21.012 -0.1 0.0 0.0 0.081
H -24.666 -23.004 20.279 -0.5 -0.5 0.3 0.071
H -23.292 -23.089 19.269 0.4 0.3 -0.1 0.080
H -23.906 -24.995 17.907 -0.4 0.1 -0.7 0.127
H -25.432 -24.620 18.816 -0.6 -0.3 -0.9 0.119
H -25.715 -26.884 19.359 0.0 -0.6 0.0 0.117
H -23.940 -27.108 19.341 -0.2 -0.5 -0.1 0.121
H -24.069 -27.658 16.968 0.1 0.5 0.2 0.096
H -25.831 -25.788 16.585 -0.2 0.2 -0.4 0.108
H -26.959 -27.117 16.910 0.0 -0.1 0.2 0.121
H -26.542 -27.059 14.555 -0.2 0.1 -0.2 0.118
H -25.788 -28.518 15.142 -0.1 -0.3 0.5 0.123
H -24.153 -28.514 13.333 -0.3 -0.1 -0.4 0.083
H -23.200 -27.096 13.001 0.1 0.3 0.6 0.081
H -24.891 -26.991 12.619 -0.3 -0.3 0.0 0.083
C -20.042 -23.968 18.628 1.1 0.5 -0.6 -0.055
O -18.806 -24.032 19.363 -0.7 0.1 -0.6 -0.222
C -18.836 -24.923 20.451 0.2 -1.4 0.1 -0.202
C -18.570 -26.418 20.014 -0.2 1.7 -0.2 -0.182
N -17.238 -26.566 19.461 0.9 -1.0 -0.2 -0.039
C -16.968 -27.937 19.063 0.3 -1.1 -0.1 -0.212
C -17.502 -28.277 17.665 0.2 -0.4 1.1 -0.227
O -16.829 -27.392 16.795 -0.7 -0.4 0.4 -0.186
C -17.118 -27.654 15.457 0.5 0.3 -0.8 -0.123
H -20.873 -23.572 19.213 -0.1 -0.7 0.4 0.081
H -20.197 -24.901 18.086 -0.6 -0.2 0.4 0.089
H -19.909 -23.214 17.852 0.3 0.1 0.0 0.069
H -19.790 -24.844 20.972 -0.1 -0.1 0.1 0.106
H -18.062 -24.596 21.146 0.1 0.0 0.0 0.098
H -19.379 -26.673 19.331 -0.2 -0.2 -0.3 0.102
H -18.628 -27.124 20.842 -0.2 0.3 0.3 0.113
H -17.027 -26.128 18.576 -0.6 1.3 0.2 0.100
H -17.267 -28.646 19.835 -0.5 0.0 -0.1 0.120
H -15.908 -28.164 18.952 0.4 0.6 0.2 0.111
H -18.591 -28.242 17.642 -0.3 0.6 -0.4 0.118
H -17.245 -29.299 17.388 0.2 -0.3 0.1 0.119
H -18.114 -27.336 15.150 -0.1 0.5 0.0 0.088
H -17.086 -28.703 15.164 0.3 -0.4 0.4 0.083
H -16.313 -27.140 14.932 -0.4 0.1 -0.5 0.094
C -23.834 -20.170 21.411 0.4 -0.2 0.9 -0.078
O -23.377 -21.036 22.460 -0.1 -0.1 -0.5 -0.238
C -24.416 -21.675 23.190 0.5 -0.2 1.0 -0.199
C -23.804 -22.695 24.214 0.3 1.0 -0.7 -0.174
N -23.174 -22.040 25.351 0.4 -0.2 1.1 -0.035
C -22.731 -22.932 26.444 -0.9 0.3 0.3 -0.203
C -22.033 -22.148 27.535 0.6 0.3 -0.7 -0.216
O -20.835 -21.494 27.097 -0.1 -1.2 0.7 -0.203
C -20.232 -20.827 28.191 -0.1 1.6 -0.9 -0.121
H -24.411 -19.341 21.820 -0.3 0.0 0.1 0.080
H -24.424 -20.706 20.667 -0.1 -0.1 -0.1 0.075
H -22.947 -19.728 20.958 0.0 -0.2 -0.1 0.084
H -25.126 -22.173 22.531 0.0 -0.2 -0.2 0.106
H -24.961 -20.916 23.751 -0.2 0.1 0.2 0.116
H -23.043 -23.273 23.689 -0.1 -0.5 -0.4 0.090
H -24.582 -23.357 24.595 -0.1 0.0 -0.1 0.122
H -22.311 -21.580 25.098 0.0 0.3 -0.6 0.073
H -22.224 -23.852 26.151 0.7 0.1 -0.4 0.102
H -23.579 -23.325 27.006 -0.6 0.0 -0.2 0.116
H -21.794 -22.830 28.351 0.0 0.0 0.2 0.124
H -22.699 -21.349 27.861 -0.3 -0.1 0.3 0.123
H -20.932 -20.078 28.559 -0.2 0.3 0.1 0.083
H -19.409 -20.283 27.726 0.2 0.0 0.4 0.080
H -19.900 -21.338 29.094 0.0 -1.0 -0.4 0.090
C -19.987 -21.886 22.498 -0.8 -1.8 0.8 -0.039
C -19.940 -20.420 22.470 -0.1 2.2 0.0 -0.459
C -20.622 -19.747 23.684 0.2 -0.8 1.0 -0.032
O -18.601 -19.919 22.367 -0.4 0.4 1.0 -0.055
H -19.517 -22.318 23.382 0.4 0.3 0.2 0.072
H -19.594 -22.455 21.656 0.0 0.5 -0.3 0.069
H -21.033 -22.157 22.642 -0.3 -0.2 -0.3 0.065
H -20.522 -20.021 21.639 0.0 -0.2 -0.6 0.120
H -20.151 -20.078 24.609 0.8 0.4 0.1 0.072
H -21.633 -20.065 23.941 -0.3 -0.3 -1.1 0.038
H -20.707 -18.660 23.665 0.6 0.0 -0.3 0.063
H -18.226 -20.205 21.531 -0.1 -0.5 -0.6 0.033
```
Positions in Å, forces in eV/Å.

Frontier orbital gap = 8.4006 eV
Energy above the lowest of the compared OMol25 structures with the same formula, charge and spin = 79.13 kcal/mol